Entry 1:
One molecule with the formula C4H4N4 in a non-equilibrium geometry, computed with ωB97M-V/def2-TZVPD.

Values from the calculation:
Max |F| (eV Å⁻¹): 8.6
LUMO (eV): -0.448
Orbital gap (eV): 10.4
SMILES: [H]/N=C(/C#N)[C@@H](N)C#N
HOMO (eV): -10.86

```
12
C4H4N4 (ωB97M-V/def2-TZVPD)
H 0.709 -1.514 1.937
N 1.253 -1.419 1.038
C 0.763 -0.568 0.249
C 1.497 -0.385 -1.054
N 2.214 0.066 -1.862
C -0.614 0.193 0.251
N -0.306 1.624 -0.019
C -1.400 -0.504 -0.766
N -1.866 -1.437 -1.433
H -1.032 -0.113 1.303
H -1.142 2.065 -0.515
H -0.076 1.992 0.871
```

Mulliken population analysis, charges in e, atoms 1 to 8: 0.268 -0.618 0.395 0.204 -0.417 0.327 -0.589 0.088



Entry 2:
One molecule with the formula C4H4N4 in a non-equilibrium geometry, computed with ωB97M-V/def2-TZVPD.

Values from the calculation:
Max |F| (eV Å⁻¹): 2.4
LUMO (eV): -0.555
Orbital gap (eV): 9.4
SMILES: [H]/N=c1\cnnccn1
HOMO (eV): -9.91

```
12
C4H4N4 (ωB97M-V/def2-TZVPD)
H -2.478 -0.746 1.013
N -2.189 0.160 0.691
C -1.129 0.068 0.016
C -0.484 -1.125 -0.585
N 0.692 -1.479 -0.347
N 1.499 -0.758 0.568
C 1.548 0.509 0.431
C 0.728 1.397 -0.366
N -0.553 1.231 -0.511
H -1.033 -1.789 -1.204
H 2.213 1.003 1.106
H 1.178 2.359 -0.707
```

Mulliken population analysis, charges in e, atoms 1 to 8: 0.245 -0.670 0.494 -0.048 -0.323 -0.394 -0.058 0.012



Entry 3:
One molecule with the formula C4H4N4 in a non-equilibrium geometry, computed with ωB97M-V/def2-TZVPD.

Values from the calculation:
Max |F| (eV Å⁻¹): 7.0
LUMO (eV): 0.451
Orbital gap (eV): 9.2
SMILES: c1n[nH]c2n[nH]cc12
HOMO (eV): -8.73

```
12
C4H4N4 (ωB97M-V/def2-TZVPD)
C 0.857 -1.590 -0.265
N -0.115 -1.822 -1.087
N -0.964 -0.741 -1.096
C -0.717 0.091 0.038
N -1.123 1.399 0.439
N 0.195 1.871 0.874
C 1.281 0.882 0.791
C 0.640 -0.225 0.193
H 1.355 -2.550 -0.075
H -2.123 -1.018 -1.130
H 0.172 2.516 1.708
H 2.276 1.161 1.045
```

Mulliken population analysis, charges in e, atoms 1 to 8: -0.478 -0.478 -0.072 0.493 -0.600 0.017 -0.799 0.531



Entry 4:
C4H4N4 as an isolated structure in a non-equilibrium geometry, computed with ωB97M-V/def2-TZVPD.

Values from the calculation:
Max |F| (eV Å⁻¹): 7.1
LUMO (eV): 0.621
Orbital gap (eV): 9.7
HOMO (eV): -9.12

```
12
C4H4N4 (ωB97M-V/def2-TZVPD)
C 0.862 -0.096 2.018
C -0.357 0.539 0.497
C -1.314 0.752 -0.652
C -0.845 -0.037 -1.555
H 1.438 -0.009 3.005
H -2.180 1.555 -0.781
H -1.061 -0.200 -2.576
H 1.201 -1.541 -1.612
N -0.090 0.702 1.785
N 0.489 -0.647 -1.203
N 0.544 -0.277 0.112
N 1.313 -0.741 0.961
```

Mulliken population analysis, charges in e, atoms 1 to 8: 0.047 0.574 -0.428 -0.377 0.331 0.269 0.412 0.368



Entry 5:
One molecule with the formula C4H4N4 in a non-equilibrium geometry, computed with ωB97M-V/def2-TZVPD.

Values from the calculation:
Max |F| (eV Å⁻¹): 7.1
LUMO (eV): 0.817
Orbital gap (eV): 9.2
SMILES: c1n[nH]c2c[nH]nc12
HOMO (eV): -8.37

```
12
C4H4N4 (ωB97M-V/def2-TZVPD)
C 1.390 0.910 0.481
N 2.065 -0.177 0.601
N 1.183 -1.145 0.525
C -0.131 -0.772 0.055
C -1.439 -0.847 -0.333
N -1.946 0.311 -0.723
N -0.966 1.276 -0.482
C 0.088 0.617 -0.076
H 1.943 1.856 0.377
H 1.571 -2.066 0.505
H -2.320 -1.647 -0.260
H -2.992 0.548 -0.827
```

Mulliken population analysis, charges in e, atoms 1 to 8: -0.348 -0.649 0.218 0.349 -0.721 0.179 -0.814 0.606



Entry 6:
A 2-piece molecular cluster, C4H4N4O3 overall in a non-equilibrium geometry, computed with ωB97M-V/def2-TZVPD.

Values from the calculation:
Max |F| (eV Å⁻¹): 5.4
LUMO (eV): -2.084
Orbital gap (eV): 6.8
HOMO (eV): -8.91

```
15
C4H4N4O3 (ωB97M-V/def2-TZVPD)
C 0.220 -1.324 0.112
C 0.103 0.066 0.126
C 1.503 0.413 0.009
C -2.324 1.576 0.032
N 1.460 -1.773 -0.090
N -3.284 0.880 -0.170
N 2.279 -0.717 -0.074
N 2.068 1.627 -0.001
O 1.184 2.697 0.167
O 3.272 1.853 -0.119
O -1.614 2.511 -0.051
H -0.665 -1.920 0.168
H -3.777 0.281 0.403
H 3.265 -0.698 -0.022
H 0.291 2.482 0.046
```

Mulliken population analysis, charges in e, atoms 1 to 8: -0.497 -0.335 0.336 0.627 -0.702 -0.399 0.283 0.736



Entry 7:
One molecule with the formula C4H4N6O2 in a non-equilibrium geometry, computed with ωB97M-V/def2-TZVPD.

Values from the calculation:
Max |F| (eV Å⁻¹): 3.0
LUMO (eV): 0.095
Orbital gap (eV): 9.3
SMILES: Nc1nnc(-c2nonc2N)o1
HOMO (eV): -9.18

```
16
C4H4N6O2 (ωB97M-V/def2-TZVPD)
N -1.487 -3.377 0.016
C -1.204 -2.059 -0.091
N -1.970 -1.131 -0.558
N -1.245 0.030 -0.426
C -0.083 -0.313 0.079
C 1.041 0.639 0.354
N 2.130 0.290 0.952
O 2.915 1.497 1.045
N 2.150 2.579 0.476
C 1.047 2.046 0.038
N 0.066 2.830 -0.497
O -0.001 -1.647 0.326
H -0.669 -3.943 0.211
H -2.075 -3.731 -0.726
H 0.268 3.832 -0.589
H -0.883 2.457 -0.612
```

Mulliken population analysis, charges in e, atoms 1 to 8: -0.481 0.651 -0.672 -0.150 0.321 0.525 -0.458 -0.116



Entry 8:
An isolated ion of composition C4H4NO and charge +1 in a non-equilibrium geometry, computed with ωB97M-V/def2-TZVPD.

Values from the calculation:
Max |F| (eV Å⁻¹): 3.2
LUMO (alpha / beta) (eV): -5.748 / -5.748
Net charge: +1
Orbital gap (alpha / beta) (eV): 8.6 / 8.6
SMILES: C=[NH+]C=C=C=O
HOMO (alpha / beta) (eV): -14.39 / -14.39

```
10
C4H4NO (ωB97M-V/def2-TZVPD)
C 0.904 -0.589 -0.613
N 0.368 0.339 0.090
C -0.514 1.417 -0.089
C -1.833 1.226 -0.096
C -2.438 -0.412 0.119
O -3.146 -1.195 0.503
H 0.875 -0.739 -1.635
H 1.338 -1.329 -0.032
H 0.596 0.245 1.125
H -0.132 2.390 0.214
```

Mulliken population analysis, charges in e, atoms 1 to 8: -0.099 -0.091 -0.214 -0.313 0.488 -0.116 0.336 0.289



Entry 9:
C4H4NO as an isolated structure in a non-equilibrium geometry, computed with ωB97M-V/def2-TZVPD.

Values from the calculation:
Max |F| (eV Å⁻¹): 5.1
<S²>: 2.03
LUMO (alpha / beta) (eV): -6.485 / -8.318
Net charge: +1
2S+1: 3
Orbital gap (alpha / beta) (eV): 9.5 / 8.4
HOMO (alpha / beta) (eV): -16.01 / -16.75

```
10
C4H4NO (ωB97M-V/def2-TZVPD)
C -0.647 1.088 -2.082
C -1.155 1.705 -0.201
C -0.362 0.668 -0.865
C 0.294 -0.501 -0.316
N -1.304 2.851 -2.112
O -1.468 2.765 -0.871
H -1.634 1.650 0.926
H 0.765 -1.149 -1.035
H -0.369 -1.084 0.406
H 1.152 -0.328 0.343
```

Mulliken population analysis, charges in e, atoms 1 to 8: 0.003 0.043 0.664 -1.148 0.034 0.024 0.375 0.353



Entry 10:
An isolated ion of composition C4H4NO and charge +1 in a non-equilibrium geometry, computed with ωB97M-V/def2-TZVPD.

Values from the calculation:
Max |F| (eV Å⁻¹): 4.7
<S²>: 2.03
LUMO (alpha / beta) (eV): -5.632 / -8.276
Net charge: +1
2S+1: 3
Orbital gap (alpha / beta) (eV): 9.4 / 7.7
HOMO (alpha / beta) (eV): -15.00 / -15.96

```
10
C4H4NO (ωB97M-V/def2-TZVPD)
C 0.117 1.471 0.432
C -0.235 -0.933 -0.484
C 1.326 0.937 0.034
C -0.953 0.857 0.893
N 1.047 -0.213 -0.465
O -1.144 -0.383 0.589
H -0.785 -0.875 -1.515
H -0.129 -1.914 -0.145
H 2.329 1.086 0.235
H -1.644 1.167 1.651
```

Mulliken population analysis, charges in e, atoms 1 to 8: -0.155 -0.086 0.042 0.211 -0.255 -0.229 0.291 0.265



Entry 11:
An isolated ion of composition C4H4NO2 and charge +1 in a non-equilibrium geometry, computed with ωB97M-V/def2-TZVPD.

Values from the calculation:
Max |F| (eV Å⁻¹): 4.6
LUMO (eV): -4.574
Net charge: +1
Orbital gap (eV): 9.5
SMILES: C#[N+]OCC=C=O
HOMO (eV): -14.07

```
11
C4H4NO2 (ωB97M-V/def2-TZVPD)
C 2.139 0.575 1.610
N 1.319 0.722 0.819
O 0.534 0.971 -0.075
C -0.765 0.200 -0.279
C -1.126 0.363 -1.724
C -1.843 1.409 -2.025
O -2.436 2.380 -2.289
H 2.924 0.061 2.036
H -0.367 -0.768 -0.010
H -1.316 0.793 0.534
H -1.151 -0.334 -2.564
```

Mulliken population analysis, charges in e, atoms 1 to 8: -0.092 0.328 -0.161 -0.356 -0.600 0.703 -0.274 0.425



Entry 12:
One molecule with the formula C4H4NO2P, computed with ωB97M-V/def2-TZVPD.

Values from the calculation:
Max |F| (eV Å⁻¹): 0.9
LUMO (alpha / beta) (eV): -0.737 / -0.734
Orbital gap (alpha / beta) (eV): 7.0 / 7.0
HOMO (alpha / beta) (eV): -7.70 / -7.71

```
12
C4H4NO2P (ωB97M-V/def2-TZVPD)
C -0.616 0.813 1.142
C -0.193 0.884 -1.249
C -0.217 -0.341 1.779
C 0.491 -0.204 -1.747
N -0.637 1.308 -0.081
O 0.370 -1.448 1.340
O 0.928 -1.318 -1.169
P 1.016 -2.214 0.125
H -1.058 1.521 1.843
H -0.425 1.610 -2.028
H -0.411 -0.410 2.844
H 0.752 -0.201 -2.798
```

Mulliken population analysis, charges in e, atoms 1 to 8: -0.050 -0.061 -0.064 -0.064 -0.557 -0.265 -0.266 0.132